(1)
ORCA calculation (wB97M-V/def2-TZVPD) on a structure of composition C34H67N8O3P2 at a distorted geometry.

As for the total charge: -1. The calculation puts the LUMO energy at 1.70 eV. As for the spin multiplicity: 1. The HOMO-LUMO gap comes out at 4.55 eV. The total energy comes out at -2681.8589 a.u. The HOMO energy is -2.8 eV.

Structure (XYZ):
```
114
C34H67N8O3P2, DFT wB97M-V/def2-TZVPD
C -2.040 2.646 -2.804
C -1.221 1.335 -2.801
P -0.594 1.057 -1.074
C 0.915 2.131 -0.931
P 0.187 -1.059 -0.804
C -1.061 -1.431 0.612
C -0.968 -0.496 1.803
C -1.731 -1.070 3.022
C -0.858 -2.172 3.674
C -1.733 -3.252 4.310
C -1.049 -4.636 4.536
C 0.373 -4.774 3.977
C 0.263 -5.084 2.458
C 1.375 -4.482 1.570
C 2.794 -4.862 2.003
C 3.873 -3.809 1.650
O 3.443 -2.463 1.699
C 3.071 -2.033 2.992
O -0.978 -1.663 -1.988
C -1.030 -3.049 -2.106
C -2.404 -3.503 -2.681
C -3.342 -2.344 -2.975
O -3.057 -4.338 -1.688
H -2.860 2.552 -2.101
H -2.400 2.900 -3.799
H -1.389 3.433 -2.426
H -0.437 1.425 -3.553
H -1.905 0.536 -3.062
H 0.935 2.678 0.009
H 0.978 2.859 -1.741
H 1.833 1.538 -0.968
H 1.109 -0.794 -1.899
H 1.137 -0.504 0.167
H 0.838 -2.356 -0.643
H -2.089 -1.518 0.263
H -0.799 -2.438 0.965
H -1.413 0.469 1.586
H 0.063 -0.316 2.112
H -2.631 -1.532 2.622
H -1.999 -0.277 3.717
H -0.236 -2.531 2.868
H -0.311 -1.675 4.471
H -2.677 -3.398 3.797
H -2.012 -2.871 5.293
H -1.657 -5.390 4.040
H -1.089 -4.886 5.596
H 0.850 -5.652 4.408
H 1.013 -3.923 4.175
H 0.211 -6.157 2.305
H -0.655 -4.647 2.072
H 1.236 -3.417 1.426
H 1.215 -4.934 0.592
H 3.076 -5.763 1.461
H 2.876 -5.112 3.059
H 4.682 -3.913 2.382
H 4.263 -3.982 0.652
H 3.272 -2.775 3.767
H 2.014 -1.798 3.050
H 3.668 -1.150 3.205
H -0.905 -3.588 -1.167
H -0.280 -3.350 -2.842
H -2.280 -4.159 -3.536
H -3.201 -1.907 -3.958
H -3.331 -1.592 -2.198
H -4.352 -2.758 -2.983
H -3.157 -3.753 -0.927
C -4.014 6.168 -4.326
C -3.060 6.642 -3.322
N -2.313 7.023 -2.547
H -5.020 6.174 -3.908
H -3.986 6.813 -5.198
H -3.764 5.153 -4.628
C 4.291 2.258 4.285
C 3.033 1.693 4.770
N 2.052 1.244 5.142
H 4.400 3.280 4.645
H 5.126 1.661 4.646
H 4.293 2.259 3.195
C 2.013 5.124 1.871
C 2.860 4.001 2.285
N 3.526 3.136 2.620
H 1.639 5.642 2.752
H 2.592 5.818 1.266
H 1.172 4.759 1.284
C 5.959 4.946 3.878
C 6.458 5.345 5.194
N 6.845 5.657 6.223
H 5.219 4.158 3.984
H 5.500 5.800 3.383
H 6.781 4.580 3.267
C -6.086 8.530 -7.967
C -5.218 7.434 -7.540
N -4.542 6.579 -7.201
H -6.508 9.026 -7.096
H -5.511 9.250 -8.545
H -6.893 8.140 -8.583
C 4.429 -1.499 -0.830
C 3.958 -0.653 -1.924
N 3.579 0.009 -2.774
H 5.255 -1.011 -0.315
H 3.616 -1.668 -0.122
H 4.766 -2.456 -1.225
C -5.512 2.904 0.105
C -5.821 3.139 -1.305
N -6.018 3.315 -2.415
H -5.371 3.856 0.613
H -6.328 2.362 0.577
H -4.597 2.318 0.184
C 0.778 -5.630 -5.630
C 1.329 -5.312 -4.314
N 1.744 -5.062 -3.281
H 0.003 -6.387 -5.531
H 0.348 -4.735 -6.074
H 1.566 -6.007 -6.278
```

Atomic partial charges in e from the Mulliken method, atoms 1 to 2: -0.907, -0.377

***

(2)
ORCA calculation (wB97M-V/def2-TZVPD) on the molecule C2H2OS2 at a distorted geometry.

The calculation puts the LUMO energy at -0.76 eV. As for the spin multiplicity: 1. The HOMO-LUMO gap comes out at 8.26 eV. The total energy comes out at -948.9616 a.u. The HOMO energy is -9.0 eV.

Structure (XYZ):
```
7
C2H2OS2, DFT wB97M-V/def2-TZVPD
O -0.589 -0.770 1.754
C -0.040 -0.631 0.659
S 1.328 -1.371 -0.195
C -0.584 0.688 -0.191
S -1.540 0.672 -1.464
H 1.674 -0.189 -0.799
H -0.249 1.599 0.237
```

Atomic partial charges in e from the Mulliken method, atoms 1 to 2: -0.457, 0.609